{"formula": "C15H34Cl8N4O11", "method": "ωB97M-V with the def2-TZVPD basis set", "gap_ev": 10.71, "de_lowest_kj_mol": 191.34, "lumo_energy_ha": 0.00300, "homo_energy_ev": -10.63, "smiles": "C[N+](=O)[O-].C[N+](=O)[O-].C[N+](=O)[O-].C[N+](=O)[O-].COC(=O)OC.ClCCCl.ClCCCl.ClCCCl.ClCCCl", "largest_force_ev_per_a": 3.42, "species": ["Cl", "Cl", "Cl", "Cl", "Cl", "Cl", "Cl", "Cl", "O", "O", "O", "O", "O", "O", "O", "O", "O", "O", "O", "N", "N", "N", "N", "C", "C", "C", "C", "C", "C", "C", "C", "C", "C", "C", "C", "C", "C", "C", "H", "H", "H", "H", "H", "H", "H", "H", "H", "H", "H", "H", "H", "H", "H", "H", "H", "H", "H", "H", "H", "H", "H", "H", "H", "H", "H", "H", "H", "H", "H", "H", "H", "H"], "xyz": [[4.43247, -2.57479, -8.81372], [-5.50729, 3.66859, -5.21735], [-6.65232, -0.55384, -4.84057], [6.17845, 4.56419, -1.71718], [3.07645, -4.24381, 6.18242], [5.87341, 6.49121, 0.92337], [1.54672, -1.66175, -10.01175], [4.58443, -1.59785, 4.72301], [7.82085, -5.91223, -0.34059], [0.49123, 1.99316, 0.18764], [-2.89166, -2.62992, 2.61842], [-3.01165, 3.13242, 9.46102], [0.61568, 1.23516, -2.05365], [-4.03476, -4.38134, 2.32435], [6.47936, -7.33450, -1.21582], [-7.85962, 1.54572, 0.97339], [-4.88918, 2.10641, 9.03174], [2.14796, 0.75507, -0.44763], [-8.71584, 2.53991, 2.73797], [-3.37630, -3.48280, 1.95419], [-8.76878, 2.02375, 1.62662], [-4.07543, 3.01888, 8.83350], [7.50648, -7.05177, -0.61254], [2.93976, -1.50108, 5.64816], [-0.45690, 2.95004, -0.05329], [-10.18456, 1.90998, 1.08105], [1.02695, 1.31956, -0.88666], [-5.35415, 1.85540, -4.94797], [8.32925, -8.19617, -0.06712], [-3.20654, -3.42147, 0.43566], [3.83006, -0.88554, -8.91990], [2.29485, -0.83982, -8.70211], [-4.30208, 4.04338, 7.71996], [2.69107, -0.30735, -1.20978], [7.10084, 4.38476, -0.29022], [2.15871, -2.83727, 5.68435], [-6.74352, 1.18941, -4.91658], [6.31375, 4.79332, 0.96075], [1.82612, 0.14315, -8.65557], [-3.78285, 3.56750, 6.88808], [-10.31691, 0.85034, 0.86256], [3.76065, -0.16283, -1.36216], [6.78956, 4.65483, 1.93159], [-2.42559, -4.11677, 0.12781], [-4.73910, 1.62457, -4.07818], [-3.79315, 4.91083, 8.14022], [1.91361, -3.02731, 4.63941], [-4.19212, -3.65620, 0.03363], [-10.25831, 2.48986, 0.16105], [4.13919, -0.52436, -9.90074], [7.85407, -8.48106, 0.87157], [8.08514, 4.84570, -0.37258], [2.33206, -0.71151, 5.20614], [-7.23829, 1.50924, -5.83364], [9.36242, -7.89063, 0.09814], [-2.95568, -2.40602, 0.12903], [8.29826, -9.05894, -0.73253], [7.26850, 3.31320, -0.18180], [2.32485, -0.28496, -2.23618], [-10.79786, 2.25246, 1.91452], [2.48752, -1.30125, -0.81125], [3.11606, -1.17678, 6.67376], [-0.78460, 3.48602, 0.83747], [-4.80697, 1.35708, -5.74820], [2.04563, -1.44952, -7.83363], [5.41435, 4.18034, 1.01947], [0.01255, 3.68807, -0.70370], [-5.38314, 4.16280, 7.64833], [-1.32640, 2.63963, -0.63270], [4.42036, -0.34451, -8.18036], [1.26796, -2.73577, 6.30432], [-7.32604, 1.54559, -4.06692]]}

{"formula": "C16H38ClLaO4SiTm", "method": "ωB97M-V with the def2-TZVPD basis set", "total_charge": -1, "s2": 2.009, "gap_ev": [4.87, 5.01], "de_lowest_kj_mol": 160.23, "lumo_energy_ha": [0.08013, 0.07922], "homo_energy_ev": [-2.69, -2.85], "multiplicity": 3, "largest_force_ev_per_a": 2.20, "species": ["Tm", "La", "Cl", "Si", "O", "O", "O", "O", "C", "C", "C", "C", "C", "C", "C", "C", "C", "C", "C", "C", "C", "C", "C", "C", "H", "H", "H", "H", "H", "H", "H", "H", "H", "H", "H", "H", "H", "H", "H", "H", "H", "H", "H", "H", "H", "H", "H", "H", "H", "H", "H", "H", "H", "H", "H", "H", "H", "H", "H", "H", "H", "H"], "xyz": [[2.50959, 0.20043, -2.43641], [-0.97485, -0.31929, 0.54313], [-0.33681, -2.97758, -0.40280], [-3.73829, 0.99875, 1.48826], [-4.22316, 2.55653, 1.67118], [-2.40788, 0.71393, 2.48652], [-4.90205, -0.05345, 1.91738], [-3.01831, 0.61328, 0.10482], [-2.64079, -0.49358, 4.60141], [-5.00696, -1.36688, 1.25704], [-2.58211, 0.90411, 4.02101], [-1.34810, 1.68892, 4.40877], [-5.63858, -2.26145, 2.30246], [-3.62913, -1.98851, 0.94054], [4.28126, -1.29640, -2.41492], [-3.86127, 1.67233, 4.33346], [2.96574, 2.06068, -1.43335], [1.46338, 0.44530, -4.47733], [-4.10839, 3.77745, 0.86430], [-5.16274, 3.70352, -0.25859], [-2.71650, 3.88716, 0.23665], [-0.06168, -1.15014, 2.66286], [-5.82053, -1.29253, -0.02243], [-4.35609, 5.00705, 1.76672], [-2.64651, 4.84851, -0.29005], [3.80178, -2.23312, -2.04412], [-3.51365, -1.04143, 4.23087], [-2.72019, -0.40480, 5.68937], [3.61419, 2.21893, -0.55245], [-0.23291, -2.23716, 2.76380], [1.17416, 1.48944, -4.68859], [-4.93951, -2.25849, 3.15446], [-5.30755, -0.68039, -0.76279], [0.07774, -0.77463, 3.69411], [-3.76297, -3.05185, 0.71963], [-3.21463, -1.51738, -0.00048], [-3.90644, 1.76062, 5.42339], [-5.98996, -2.29936, -0.46301], [-3.85427, 2.69547, 3.93774], [-6.17159, 3.62678, 0.17950], [-1.37091, 1.88686, 5.48079], [0.58420, -0.23362, -4.43785], [-2.54341, 3.05747, -0.46745], [-4.97385, 2.81437, -0.87820], [4.56353, -1.43275, -3.46073], [-3.58670, 5.06601, 2.55531], [0.93702, -1.04502, 2.17503], [-1.92255, 3.86739, 1.00530], [-4.78596, 1.15378, 4.03524], [-2.88652, -1.93823, 1.80033], [-6.80758, -0.88777, 0.18111], [-5.15496, 4.59845, -0.91315], [-0.44440, 1.13164, 4.14956], [-6.61802, -1.84173, 2.56443], [-1.32248, 2.64354, 3.87250], [-1.73755, -1.04576, 4.33222], [-5.78791, -3.30060, 1.94982], [5.14005, -1.00250, -1.78492], [2.40136, 3.00648, -1.50987], [2.20135, 0.05603, -5.19334], [-4.29138, 5.97104, 1.22212], [-5.35605, 4.98044, 2.21061]]}

no.,calculated total energy (eV)
1,-144756.107
2,-76191.185